Record 1
Density functional theory data (ωB97M-V with the def2-TZVPD basis set) for 9 unconnected molecules or ions with the total composition C5H28NO9.

```
43
Properties=species:S:1:pos:R:3:forces:R:3
O -1.736 2.860 -0.301 -0.7 -0.8 1.8
O -0.195 3.263 2.356 0.5 1.7 -1.7
O -3.869 1.518 -1.415 1.5 3.3 -0.6
O -0.813 -2.439 -3.495 -3.3 0.5 1.4
O -0.426 0.437 3.634 -1.6 0.9 0.0
O 1.031 -2.871 2.137 2.1 -5.8 0.3
O 3.772 1.199 1.716 -1.8 -1.7 -1.0
O 0.703 -0.395 -4.026 -2.3 3.9 1.1
O -3.263 -3.132 -1.487 -1.5 2.1 2.8
N 1.129 1.390 -0.512 1.3 1.6 0.0
C 2.073 -2.170 1.485 0.8 2.5 -1.4
C 0.149 -0.738 0.574 2.0 2.0 -3.9
C 1.464 -1.607 0.116 -0.6 1.4 2.3
C 0.400 1.422 -1.569 -0.5 -0.8 -0.3
C 0.639 0.818 0.664 -0.7 -3.9 5.4
H 3.986 0.313 2.023 -0.6 -0.6 -0.3
H -0.401 -1.135 1.416 0.4 0.3 0.3
H 2.261 -1.021 -0.543 -1.9 -1.3 1.3
H 0.843 1.499 -2.529 0.6 1.0 -0.8
H -0.491 2.832 3.137 -0.1 -0.2 1.3
H 1.520 -0.684 -4.241 4.0 -1.5 -1.2
H -0.527 -0.719 -0.308 0.0 -0.4 0.5
H 1.383 -3.899 2.280 -1.7 4.0 -0.5
H 0.064 4.208 2.495 -0.5 -1.4 0.4
H -1.746 -2.516 -3.011 2.9 -0.2 -1.3
H -3.505 2.394 -1.839 -1.4 -2.6 0.2
H -1.709 3.106 0.687 0.8 0.4 -2.5
H 4.465 1.614 2.139 2.3 2.4 1.2
H 0.251 -0.024 4.071 2.1 -1.1 0.4
H 0.126 -1.123 -3.970 -1.4 -1.8 0.2
H 2.140 1.838 -0.337 -2.6 -1.6 -1.5
H -3.545 1.838 -0.554 -0.3 -0.9 0.2
H -4.186 -2.726 -1.658 2.2 -1.0 0.3
H -1.034 0.472 4.385 -0.6 0.3 -0.3
H -0.350 -3.263 -3.429 0.0 -0.8 0.2
H 1.418 0.694 1.446 0.5 0.5 -1.1
H -1.325 3.398 -0.980 0.1 0.9 1.0
H -3.093 -2.842 -0.487 -0.5 -1.0 -3.3
H -0.014 1.321 1.373 -0.7 0.9 -1.3
H -0.710 1.198 -1.631 1.6 -0.2 0.9
H 0.981 -2.448 -0.353 0.6 -0.5 -0.7
H 2.183 -1.357 2.260 0.8 -0.1 -1.3
H 3.126 -2.568 1.169 -2.0 -0.3 1.3
```
Forces are in eV/Å.

molar mass = 246.28 Da
net charge = +1
HOMO level = -13.0 eV
HOMO-LUMO gap = 9.18 eV
E_LUMO = -0.1407 Eh
electronic energy = -25546.548 eV

***

Record 2
Density functional theory data (ωB97M-V with the def2-TZVPD basis set) for 9 unconnected molecules or ions with the total composition C5H29N2O9.

```
45
Properties=species:S:1:pos:R:3:forces:R:3
O 2.724 -1.140 -2.511 0.0 -1.4 2.3
O -0.552 -1.197 -2.442 -3.8 1.0 -0.5
O 1.274 3.216 -1.486 -3.9 1.7 2.2
O -2.989 -2.174 0.776 -2.2 -0.4 1.7
O -1.281 -0.601 3.352 2.6 1.6 3.8
O -3.129 0.093 -0.361 -0.9 0.0 0.3
O -0.818 -2.884 -0.472 -1.4 -0.4 -2.3
O 2.826 1.312 -2.513 0.8 1.1 1.0
O 0.235 -2.369 1.948 1.4 -1.0 -1.5
N 2.173 0.681 0.992 -0.6 0.0 1.3
N -0.640 1.029 -1.131 0.6 -1.2 0.6
C 1.038 0.921 1.903 0.4 -3.4 0.7
C -0.155 1.577 1.309 -1.8 0.2 0.6
C 2.839 1.663 0.619 1.9 1.6 -1.9
C -0.975 0.643 0.308 0.4 3.6 1.8
C -2.484 0.906 0.636 -0.4 -3.2 -0.4
H 2.428 -2.018 -2.181 0.3 0.3 -0.9
H 0.072 2.589 0.958 0.3 -0.4 -0.9
H -1.984 -1.108 3.068 -2.9 -1.7 -0.6
H -3.500 -0.730 0.060 0.7 0.9 -0.4
H 0.887 -1.722 1.637 0.1 -0.3 0.3
H -2.714 0.548 1.676 0.6 -0.2 -0.9
H -1.011 1.968 -1.397 0.6 -0.9 0.4
H -0.283 -2.698 0.265 1.5 0.3 2.5
H -3.030 1.844 0.668 1.2 1.0 -0.6
H -0.430 -1.850 2.367 -0.8 0.9 1.0
H -2.282 -2.497 0.217 0.3 -0.8 -0.5
H -1.114 0.184 -1.706 1.8 1.8 0.4
H 1.705 3.928 -1.874 1.0 2.1 -1.1
H -0.836 -1.888 -1.851 -0.2 -0.8 0.5
H 2.619 2.790 0.559 -0.1 -1.6 1.0
H -0.891 1.890 2.096 0.7 -0.8 -0.2
H 3.802 1.379 0.136 -0.6 0.5 0.0
H 0.473 1.038 -1.128 -3.1 -0.1 -0.7
H 0.887 -0.153 2.258 -1.0 1.4 -0.7
H 1.350 1.194 2.902 0.4 1.5 -0.1
H -0.756 -3.818 -0.641 0.1 -0.7 -0.1
H 3.158 -0.849 -1.660 -0.5 0.2 -1.4
H 3.754 1.486 -2.695 0.1 0.1 0.1
H -3.684 -2.854 0.972 1.3 0.7 -0.5
H -1.215 -0.695 4.383 -0.3 0.1 -3.0
H 0.335 -1.312 -2.555 4.0 -0.3 -0.6
H 1.785 2.501 -1.671 2.7 -3.3 -1.2
H -0.653 -0.414 0.458 -0.7 0.8 -0.3
H 2.489 0.998 -3.329 -0.6 -0.7 -1.2
```
Forces are in eV/Å.

molar mass = 261.29 Da
net charge = +1
HOMO level = -12.7 eV
HOMO-LUMO gap = 10.12 eV
E_LUMO = -0.0932 Eh
electronic energy = -27055.045 eV

***

Record 3
Density functional theory data (ωB97M-V with the def2-TZVPD basis set) for 9 unconnected molecules or ions with the total composition C5H29N2O9.

```
45
Properties=species:S:1:pos:R:3:forces:R:3
O -2.102 -0.524 -3.212 1.0 0.7 1.7
O 3.052 0.164 0.439 0.0 0.5 -0.8
O -3.580 -1.574 -0.806 0.2 -0.5 -0.8
O 3.465 -2.131 -1.597 0.1 0.1 0.3
O 0.455 3.535 2.221 0.3 0.2 -0.3
O -1.108 -4.557 -0.313 -0.4 0.4 0.2
O -1.428 -1.077 0.792 0.1 0.3 0.6
O 2.786 2.852 0.068 -0.6 0.4 0.2
O 0.821 -2.213 0.002 0.0 -1.1 -0.5
N -0.697 0.200 -0.869 0.4 0.8 2.0
N 0.755 -0.013 2.245 0.6 1.0 -1.6
C -0.848 -0.036 0.444 0.1 -0.9 -1.7
C -0.774 2.618 -1.433 0.3 -0.3 -0.6
C -0.273 0.883 1.541 -2.6 -2.9 -0.9
C 0.059 1.342 -1.381 -0.1 -0.8 -0.4
C -1.513 1.029 2.454 1.3 0.4 0.9
H 3.077 1.102 0.146 0.0 -0.4 0.6
H -1.795 0.020 2.774 0.1 0.4 0.2
H 2.190 3.277 0.708 0.3 -0.2 0.0
H 0.440 0.955 -2.344 -0.3 0.9 0.1
H 0.535 4.298 2.801 0.0 0.1 0.1
H 0.961 1.520 -0.792 -0.2 -0.3 0.1
H 3.142 -2.454 -2.437 -0.1 0.0 -0.4
H 3.310 -2.868 -1.000 0.1 0.1 0.1
H 0.267 3.897 1.344 -0.2 0.2 0.2
H -1.939 -4.497 0.177 0.0 -0.6 0.1
H -4.093 -0.978 -0.260 0.2 0.0 0.4
H -1.219 -0.429 -1.476 0.1 0.4 -0.5
H -2.701 -1.726 -0.405 -0.9 0.6 0.3
H -0.108 -2.270 -0.277 0.4 0.7 0.5
H 1.076 -3.141 -0.140 0.3 0.4 0.3
H -1.151 1.671 3.263 -0.6 -0.2 0.3
H 3.362 -0.284 -0.370 -0.3 -0.5 0.4
H -1.477 2.553 -2.276 0.2 0.3 0.3
H -1.686 -0.797 -4.021 -1.1 -0.3 -0.7
H -0.053 3.433 -1.561 -0.5 0.2 -0.2
H 1.342 -0.527 1.557 -0.1 0.4 -0.5
H 3.525 3.458 -0.004 0.3 0.1 -0.1
H 0.154 1.793 1.184 0.5 0.0 0.1
H 0.358 -0.768 2.804 -0.2 0.6 0.6
H -1.359 2.777 -0.514 0.2 -0.1 -0.2
H -1.077 -3.648 -0.616 0.1 0.0 -0.5
H 1.413 0.662 2.637 0.0 -0.7 1.0
H -3.052 -0.495 -3.052 0.1 -0.6 -1.0
H -2.418 1.458 2.024 0.4 0.2 -0.4
```
Forces are in eV/Å.

molar mass = 261.29 Da
net charge = +1
HOMO level = -12.9 eV
HOMO-LUMO gap = 10.12 eV
E_LUMO = -0.1022 Eh
electronic energy = -27057.679 eV

***

Record 4
Density functional theory data (ωB97M-V with the def2-TZVPD basis set) for 8 unconnected molecules or ions with the total composition C5H29N3O7.

```
44
Properties=species:S:1:pos:R:3:forces:R:3
O 1.649 3.330 2.235 -8.3 12.9 9.1
O 0.053 -1.977 0.482 -2.7 1.6 1.1
O -1.007 -2.601 3.156 2.7 -0.7 -0.5
O -0.561 1.921 2.604 -4.6 0.3 -1.9
O 3.354 -0.893 3.187 -2.9 0.5 2.2
O 3.418 -2.293 -0.602 0.2 0.4 1.6
O 2.250 3.484 -0.196 -0.7 2.2 0.8
N 1.834 0.433 -1.337 2.4 -0.5 -0.4
N -0.791 -0.704 -2.403 -0.6 -0.8 0.0
N -1.804 0.304 -0.186 0.1 -0.3 0.6
C -2.219 -1.083 -2.300 -1.2 1.9 2.4
C -2.581 -0.889 -0.679 -1.6 5.0 -0.3
C 1.263 0.554 -2.657 -2.7 0.9 -1.1
C -3.941 -0.713 0.123 -0.8 -1.7 -2.2
C -0.330 0.641 -2.669 0.3 2.4 1.7
H 2.416 -1.062 3.575 1.9 -0.4 -1.7
H -0.790 -2.473 0.510 0.2 0.9 0.7
H 3.873 -2.180 0.268 -0.7 0.0 -0.9
H 2.579 -0.271 -1.285 0.1 0.4 -0.6
H -2.403 1.064 0.148 -0.1 -0.4 -0.5
H -0.834 1.161 -3.521 0.9 -1.1 -0.2
H -4.577 -1.603 -0.101 0.0 0.6 0.1
H -2.904 -0.405 -2.959 1.3 -1.4 1.1
H 4.091 -2.696 -1.134 0.5 -0.4 -0.6
H -0.754 -1.716 3.388 0.0 0.7 0.1
H 1.453 4.134 1.724 0.8 -1.4 -0.2
H -2.190 -1.645 -0.159 1.8 -3.3 1.2
H 2.021 2.729 1.878 7.8 -11.4 -8.3
H -1.914 -2.671 3.245 -2.9 0.0 0.5
H -2.433 -2.164 -2.402 0.4 0.6 -0.9
H -0.590 1.525 -1.866 0.5 -2.4 -1.1
H 2.465 4.176 -0.820 0.3 -0.3 -0.4
H -1.351 -0.003 0.671 0.4 0.2 -0.1
H 0.511 -2.656 0.105 3.2 -2.6 -1.7
H -1.272 2.398 1.986 2.1 -1.8 2.1
H 0.165 2.486 2.443 2.0 1.2 0.0
H 2.542 2.651 -0.483 0.5 -2.0 -1.2
H -0.287 -0.986 -1.548 -0.7 -0.1 -0.6
H 1.555 -0.056 -3.503 0.3 -1.4 0.6
H 1.576 1.473 -3.050 0.4 1.9 -0.4
H -3.812 -0.763 1.238 0.2 0.6 -1.2
H 3.479 -0.175 3.840 1.0 0.0 -0.7
H -4.475 0.161 -0.308 0.2 -0.3 0.9
H 1.274 0.055 -0.637 -2.1 -0.4 1.2
```
Forces are in eV/Å.

molar mass = 243.30 Da
HOMO level = -7.8 eV
HOMO-LUMO gap = 8.19 eV
structure (SMILES) = C[C@H](N)CNCCN.O.O.O.O.O.O.O
E_LUMO = 0.0145 Eh
electronic energy = -24453.451 eV

***

Record 5
Density functional theory data (ωB97M-V with the def2-TZVPD basis set) for 10 unconnected molecules or ions with the total composition C5H29NO10.

```
45
Properties=species:S:1:pos:R:3:forces:R:3
O 1.505 3.603 -0.581 0.6 1.5 2.0
O 2.995 1.519 0.154 -0.3 -0.9 4.8
O -1.175 0.642 -4.488 0.5 -2.3 0.9
O -2.587 -1.132 1.722 -0.7 3.9 0.6
O 0.380 2.157 -3.008 1.7 -4.3 4.3
O -0.691 2.146 -0.457 -0.1 1.0 0.5
O 1.813 2.544 2.309 -1.6 2.6 5.0
O -0.322 0.142 1.203 -0.5 -2.4 2.6
O -0.761 2.217 2.400 -2.5 0.6 0.1
O -2.040 -3.346 2.761 0.2 1.0 -0.2
N 2.154 -1.365 -0.654 0.2 2.0 -0.6
C -0.929 -3.059 -1.357 0.2 -2.8 -0.3
C 0.552 -0.970 1.154 -0.2 -0.6 0.3
C -2.001 -3.830 -1.111 -0.4 1.9 0.2
C 0.206 -3.002 -0.375 0.5 1.9 -0.9
C 0.679 -1.521 -0.297 1.3 1.8 0.2
H -1.870 -0.451 1.481 -0.3 -1.4 -0.2
H -1.878 -2.357 2.739 -0.3 -1.6 0.2
H -0.257 0.879 0.637 0.9 1.7 -2.4
H -1.577 1.788 1.993 1.7 1.0 0.9
H -0.185 1.642 -3.517 -2.1 -0.7 -1.6
H 0.854 2.614 2.685 1.6 -0.3 -2.1
H 0.520 2.975 -3.275 0.7 5.7 -2.4
H -0.122 -3.353 0.586 -0.1 -0.2 0.5
H -2.234 -4.050 -0.084 0.2 -0.6 0.3
H 0.021 -1.734 1.787 0.7 0.7 -0.5
H -0.227 1.468 2.641 -0.2 -1.2 -0.1
H 1.122 -3.544 -0.642 -0.5 -0.4 -0.3
H -0.076 2.436 -1.157 -0.2 -0.7 -0.3
H 2.379 -1.699 -1.596 -0.5 -0.2 0.3
H 2.479 1.740 1.104 1.3 -0.2 -3.5
H 3.645 0.922 0.626 -0.5 0.7 -1.4
H 2.120 2.864 -0.763 -0.1 0.5 0.6
H -2.693 -3.358 2.042 0.2 -0.3 0.4
H 1.544 -0.755 1.663 -1.0 -0.1 -0.9
H -0.281 0.324 -4.694 0.1 0.5 -0.9
H 2.115 3.089 3.148 0.6 -1.5 -2.6
H 0.037 -0.797 -0.930 0.7 -1.3 0.8
H -1.357 -0.148 -3.911 -0.8 1.2 -0.4
H 1.698 3.952 0.374 -0.2 -1.4 -2.8
H 2.481 -0.309 -0.717 -1.4 -2.6 0.5
H -0.565 2.924 0.122 -0.3 -0.6 0.0
H -2.862 -3.913 -1.764 0.3 -0.1 -0.4
H -3.200 -0.470 2.182 0.7 -1.8 -0.8
H -0.700 -2.780 -2.382 -0.1 0.4 0.0
```
Forces are in eV/Å.

molar mass = 263.28 Da
HOMO level = -9.2 eV
HOMO-LUMO gap = 9.10 eV
structure (SMILES) = C=CC[C@H](N)CO.O.O.O.O.O.O.O.O.O
E_LUMO = -0.0034 Eh
electronic energy = -27617.340 eV

***

Record 6
Density functional theory data (ωB97M-V with the def2-TZVPD basis set) for a molecular structure, C5H2Br2O.

```
10
Properties=species:S:1:pos:R:3:forces:R:3
Br -1.552 -1.243 1.170 0.0 0.2 0.2
Br 0.561 -3.401 0.351 0.1 0.0 0.1
O -1.588 2.595 0.750 -2.8 2.0 1.0
C 0.694 0.462 -0.659 -1.0 0.6 1.4
C -0.594 2.086 0.649 -1.3 -0.6 -1.1
C 0.572 -0.652 -1.213 -1.4 0.3 2.3
C -0.550 -1.977 -0.244 0.9 0.8 -1.2
C 0.454 1.435 0.347 4.3 -2.1 -0.8
H 0.744 -0.992 -2.156 0.5 -1.3 -2.1
H 1.258 1.688 1.006 0.7 0.1 0.3
```
Forces are in eV/Å.

molar mass = 237.88 Da
HOMO level (spin up / spin down) = -8.2 / -7.8 eV
HOMO-LUMO gap (spin up / spin down) = 7.15 / 6.74 eV
E_LUMO (spin up / spin down) = -0.0398 / -0.0370 Eh
electronic energy = -147343.169 eV

***

Record 7
Density functional theory data (ωB97M-V with the def2-TZVPD basis set) for a gas-phase ion, C5H2BrO2 (charge -1).

```
10
Properties=species:S:1:pos:R:3:forces:R:3
Br 2.482 -1.056 -0.216 -0.4 -1.0 -0.7
O 3.687 1.230 1.019 1.1 1.0 -0.9
O 3.171 2.459 -1.011 1.0 0.3 -0.2
C 2.339 0.710 0.599 -1.4 0.3 0.6
C -0.431 -0.575 -0.156 1.0 0.4 -0.8
C -1.012 0.494 -0.338 0.5 -2.3 0.5
C 0.436 -1.757 -0.242 -0.7 0.8 0.8
C 3.079 1.643 -0.150 -0.7 -0.4 1.1
H 0.502 -2.241 0.752 -0.2 0.2 -0.4
H -1.706 1.266 -0.468 -0.2 0.7 -0.1
```
Forces are in eV/Å.

molar mass = 173.97 Da
net charge = -1
HOMO level = -3.7 eV
HOMO-LUMO gap = 7.28 eV
E_LUMO = 0.1315 Eh
electronic energy = -79348.425 eV

***

ΔE to the lowest compared entry with this formula, charge and spin across the listed records, respectively: 6.154; 5.101; 2.467; 5.788; 6.298; 0.103; 5.438 eV.
Max |F| across the listed records, respectively: 0.1305; 0.0950; 0.0775; 0.3466; 0.1237; 0.0941; 0.0473 hartree/bohr.